(1)
Molecular formula: C31H35BO3S
Method: DFT, wB97M-V/def2-TZVPD

The geometry in XYZ format:
```
71
Properties=species:S:1:pos:R:3
C 2.03006 -5.58849 -0.10144
O 2.78228 -4.34914 -0.21237
C 2.08590 -3.22350 -0.54424
C 2.83524 -2.04657 -0.77248
C 2.19804 -0.93496 -1.27018
C 0.82547 -0.99448 -1.64505
B -0.36989 1.21188 0.93147
C 0.35540 -0.13428 -2.67989
C -0.82979 -0.20015 -3.42234
C -0.71665 0.43288 -4.70028
C 0.51166 1.05960 -4.88270
C 1.00565 1.67250 -6.13510
S 1.48748 0.97114 -3.47685
O -1.62869 1.01080 0.38276
C -2.03412 2.32365 -0.08744
C -2.75601 1.99596 -1.38374
C -3.03650 2.83593 0.95836
C -0.64524 3.14449 -0.21235
C -0.24194 3.44337 -1.64522
C -0.52466 4.39898 0.67089
O 0.35458 2.22004 0.33305
C 0.04690 -2.07717 -1.16894
C 0.67496 -3.21714 -0.67643
H 2.76416 -6.36888 0.10121
H 1.31480 -5.52420 0.73393
H 1.48592 -5.81150 -1.03312
H 3.90497 -2.05650 -0.57159
H 2.72537 0.01759 -1.38764
H -1.70704 -0.73972 -3.07157
H -1.47922 0.41053 -5.47694
H 0.33419 1.41878 -6.95844
H 1.08704 2.76040 -6.07019
H 2.00519 1.28161 -6.34031
H -3.09626 2.89324 -1.91121
H -2.11656 1.39770 -2.04185
H -3.62932 1.37426 -1.15242
H -3.52175 3.76631 0.63994
H -3.81557 2.07265 1.11000
H -2.57065 2.99466 1.94067
H -0.86331 4.22286 -2.11378
H 0.80665 3.75912 -1.69850
H -0.29933 2.53494 -2.24722
H -1.26805 5.16847 0.41939
H -0.62766 4.14804 1.73696
H 0.47260 4.85323 0.54281
H -1.04352 -2.02567 -1.21071
H 0.10747 -4.12247 -0.47645
C 0.03819 0.24100 2.07276
C -1.20955 -0.54320 2.55316
C -2.15710 0.19007 3.29163
C -3.29130 -0.41509 3.82022
C -3.44676 -1.81047 3.75234
C -2.52372 -2.54909 2.99122
C -1.48629 -1.89066 2.30718
C 1.45471 -0.33257 2.13465
C 2.56693 0.54018 2.23384
C 3.79635 0.09898 2.73421
C 3.99171 -1.26818 2.96692
C 2.96414 -2.16292 2.65262
C 1.69280 -1.69854 2.30023
H 0.11659 1.02695 2.85942
H -1.98590 1.25856 3.46596
H -4.06727 0.20135 4.28543
H -4.28168 -2.31327 4.25474
H -2.62995 -3.63510 2.90932
H -0.90948 -2.44023 1.55830
H 2.43037 1.58966 1.96750
H 4.60647 0.80988 2.93466
H 4.93071 -1.63878 3.37811
H 3.13665 -3.23751 2.70078
H 0.88314 -2.40180 2.15240
```

The HOMO energy is -7.10 eV. For the HOMO-LUMO gap, the calculation gives 7.549 eV. As for the energy relative to the best compared isomer or geometry (same formula, charge and spin): 0.0288 eV. As for the SMILES: CC1(C)OB(C(c2ccccc2)c2ccccc2)OC1(C)C.COc1ccc(-c2ccc(C)s2)cc1. The maximum force comes out at 2.7 eV Å⁻¹.


(2)
Molecular formula: C29H23Cl3CrIN3O8
Method: DFT, wB97M-V/def2-TZVPD

The geometry in XYZ format:
```
68
Properties=species:S:1:pos:R:3
Cr 1.00826 -0.84472 1.79008
O 1.25991 1.17444 2.18563
C 2.48865 1.86138 2.56120
C 3.05310 0.93252 3.59014
N 3.02515 -0.41375 3.08934
C 4.07009 -0.70628 2.08384
C 3.71531 -1.79975 1.10129
O 4.47979 -2.13485 0.19391
O 2.50711 -2.25740 1.30603
C 2.88727 -1.38085 4.20926
C 1.39322 -1.67105 4.53023
O 1.09227 -2.11589 5.63322
O 0.51735 -1.45260 3.57085
H 0.51198 1.76690 1.82072
H 2.24629 2.84028 2.93282
H 3.05083 1.96446 1.62715
H 2.47589 0.99556 4.52430
H 4.10400 1.25741 3.82759
H 4.99682 -0.92025 2.65140
H 4.21216 0.27313 1.59973
H 3.30773 -0.98456 5.13551
H 3.38412 -2.27335 3.82078
Cl 0.69094 -4.55636 -3.95761
C 0.84404 -3.27064 -2.83807
C 1.58703 -2.15443 -3.13759
C 1.76987 -1.07279 -2.24131
I 2.90658 0.58277 -2.79362
C 1.22148 -1.17539 -0.95566
O 1.31960 -0.20979 -0.10108
C 0.46287 -2.32232 -0.60556
N 0.09061 -2.36198 0.69034
C -0.45416 -3.45848 1.17570
C -0.75302 -4.55951 0.35266
C -0.45195 -4.54385 -0.98663
C 0.22261 -3.37894 -1.53930
H 2.08002 -2.12092 -4.10618
H -0.64822 -3.45073 2.25298
H -1.22766 -5.45478 0.79357
H -0.66788 -5.42445 -1.61174
Cl -1.57322 5.29002 -0.77682
C -1.09257 4.31278 -2.11541
C -0.39358 4.90985 -3.17391
C 0.04532 4.15094 -4.24593
C -0.18717 2.78359 -4.26711
C -0.94375 2.20574 -3.25502
Cl -1.21980 0.50225 -3.42436
C -1.39120 2.93440 -2.14961
N -2.03079 2.29687 -1.08447
C -3.16931 1.54271 -1.19053
C -4.01489 1.63707 -2.30388
C -5.06065 0.74091 -2.45859
C -5.24359 -0.29056 -1.55222
C -4.50744 -0.30368 -0.37898
C -3.56775 0.68507 -0.12039
C -3.01212 0.81658 1.29191
C -1.50461 0.88683 1.46475
O -0.91412 2.02813 1.21437
O -0.96751 -0.20319 1.84216
H -0.25610 5.99668 -3.10163
H 0.60492 4.68219 -5.03899
H 0.23235 2.11733 -5.04191
H -1.62131 2.38569 -0.14651
H -3.77795 2.41572 -3.04101
H -5.68971 0.83399 -3.33278
H -6.03892 -1.03121 -1.74268
H -4.65319 -1.11465 0.30957
H -3.37060 -0.06826 1.82192
H -3.46079 1.67802 1.82213
```

The HOMO energy (spin up / spin down) is 1.12 / -1.48 eV. For the HOMO-LUMO gap (spin up / spin down), the calculation gives 2.826 / 5.428 eV. As for the energy relative to the best compared isomer or geometry (same formula, charge and spin): 0.0000 eV. The multiplicity is 5. The maximum force comes out at 2.8 eV Å⁻¹. The net charge is -2.


(3)
Molecular formula: C2H7NS
Method: DFT, wB97M-V/def2-TZVPD

The geometry in XYZ format:
```
11
Properties=species:S:1:pos:R:3
S -0.89750 0.09559 1.55966
H -0.89353 -0.34200 2.80275
C 1.80841 -0.20635 -1.10580
C -0.58301 -0.16830 -1.31762
N 0.50364 0.54607 -1.18549
H 2.55326 0.47242 -1.08780
H 1.79008 -0.95200 -1.91898
H 1.81412 -0.65080 -0.10675
H -0.30193 -1.14597 -1.83293
H -1.68859 0.04059 -1.01253
H 0.20866 -0.52620 1.04074
```

The HOMO energy is -9.27 eV. For the HOMO-LUMO gap, the calculation gives 10.052 eV. As for the energy relative to the best compared isomer or geometry (same formula, charge and spin): 2.1595 eV. As for the SMILES: C=NC.S. The maximum force comes out at 4.7 eV Å⁻¹.


(4)
Molecular formula: C4H10IN
Method: DFT, wB97M-V/def2-TZVPD

The geometry in XYZ format:
```
16
Properties=species:S:1:pos:R:3
C -1.55575 -1.56155 -0.43459
C 0.53941 1.71522 0.00512
C -0.97311 -0.32837 0.27048
C 0.17096 0.29377 -0.33341
N 1.85192 -0.62072 0.75713
I 3.55775 -0.04993 -0.08177
H -0.66945 -2.32395 -0.61230
H -2.36230 -2.10287 0.02810
H -1.96439 -1.25237 -1.44272
H 0.57477 1.93366 1.07345
H 1.54247 2.00849 -0.60901
H -0.29158 2.48906 -0.29156
H -1.76556 0.46319 0.15411
H -0.91560 -0.52116 1.29099
H 0.59781 -0.12577 -1.24709
H 1.66263 -0.01670 1.47305
```

The HOMO energy (spin up / spin down) is -8.05 / -8.05 eV. For the HOMO-LUMO gap (spin up / spin down), the calculation gives 8.222 / 8.221 eV. As for the energy relative to the best compared isomer or geometry (same formula, charge and spin): 2.0703 eV. The maximum force comes out at 4.9 eV Å⁻¹.


(5)
Molecular formula: C24H48GeN3S4SbSi4TeW
Method: DFT, wB97M-V/def2-TZVPD

The geometry in XYZ format:
```
87
Properties=species:S:1:pos:R:3
W 0.64768 0.23592 -0.65901
S 2.27868 2.19539 0.20251
Sb 2.33462 0.24362 1.60972
S -0.04059 0.57682 1.79121
S 2.41068 -0.51227 -1.68555
S 3.64467 0.28619 3.48729
C -0.25914 2.08325 -1.37720
H -1.02979 1.94941 -2.14219
H 0.44912 2.82524 -1.73561
H -0.70854 2.48270 -0.46308
C 1.22429 -6.21009 3.42294
Si 1.57913 -6.35219 1.57915
C 3.29992 -5.68893 1.24445
C 1.55470 -8.19406 1.12867
Si -0.01758 -5.18711 0.34192
Te 0.63880 -2.83021 0.51607
Si 0.05484 -5.87397 -1.88675
C 1.83180 -5.74918 -2.49762
C -1.00293 -4.71265 -2.92876
C -0.54751 -7.64302 -2.20960
Si -2.16334 -5.51318 1.18864
C -2.67743 -7.33790 1.26553
C -3.39553 -4.63139 0.06551
C -2.31095 -4.78730 2.92308
H 1.94633 -6.79064 4.00533
H 0.22108 -6.56692 3.66721
H 1.29632 -5.16504 3.73258
H 4.05354 -6.27086 1.78455
H 3.36325 -4.64664 1.56180
H 3.53449 -5.71972 0.17831
H 2.19436 -8.77434 1.80110
H 1.91899 -8.34233 0.10862
H 0.54238 -8.60318 1.18538
H 2.25652 -4.78890 -2.19431
H 1.87801 -5.81693 -3.58852
H 2.45447 -6.54516 -2.08000
H -0.88158 -3.68587 -2.57321
H -2.06281 -4.97171 -2.86600
H -0.70505 -4.74623 -3.98085
H -0.05760 -8.36072 -1.54756
H -0.33784 -7.93800 -3.24280
H -1.62672 -7.72158 -2.05431
H -2.39015 -7.86565 0.35315
H -3.75966 -7.44308 1.39164
H -2.19202 -7.83875 2.10762
H -3.53645 -5.18301 -0.86771
H -3.02241 -3.63706 -0.18575
H -4.37189 -4.52942 0.55096
H -2.01557 -5.51363 3.68373
H -3.33613 -4.47110 3.13822
H -1.65631 -3.91679 3.01618
C 1.90037 1.93300 -3.91361
Ge 0.56586 0.49606 -4.05303
C -0.97738 1.38869 -4.97552
C 1.24086 -0.74404 -5.43494
C -0.22094 -0.50721 -2.57035
H 1.59412 2.76748 -4.55050
H 2.85748 1.55025 -4.27335
H 2.05906 2.27875 -2.89590
H -0.80018 1.45720 -6.05291
H -1.12144 2.40332 -4.59567
H -1.90535 0.82882 -4.82453
H 1.66517 -0.18042 -6.26999
H 0.42553 -1.36590 -5.81171
H 2.01395 -1.39390 -5.02232
H 0.09377 -1.53748 -2.72259
H -1.29301 -0.38562 -2.72379
N -9.93351 0.48469 -3.79674
C -8.92056 0.34817 -3.26910
C -7.65783 0.17480 -2.60692
C -7.61815 -0.18830 -1.26249
C -6.40567 -0.34746 -0.62186
C -5.21379 -0.15772 -1.31999
C -5.25263 0.19161 -2.67066
C -6.46614 0.36525 -3.30467
N -3.98898 -0.32185 -0.66842
C -3.72170 -1.08733 0.46407
C -2.39406 -0.96951 0.69234
N -1.82565 -0.14194 -0.26107
C -2.79510 0.21628 -1.05041
H -8.54209 -0.33346 -0.71927
H -6.37712 -0.60134 0.42797
H -4.33397 0.30357 -3.22956
H -6.49410 0.63443 -4.35174
H -4.47472 -1.67541 0.95480
H -1.78644 -1.40827 1.46411
H -2.70932 0.89785 -1.87705
```

The HOMO energy (spin up / spin down) is -1.06 / -1.06 eV. For the HOMO-LUMO gap (spin up / spin down), the calculation gives 4.204 / 4.203 eV. As for the energy relative to the best compared isomer or geometry (same formula, charge and spin): 3.3526 eV. The maximum force comes out at 0.9 eV Å⁻¹. The net charge is -2.


Q: Number 1 is which compound?
A: C31H35BO3S